{"formula": "C34H77BN3O21S6", "method": "wB97M-V/def2-TZVPD", "elements": ["C", "C", "N", "C", "C", "C", "S", "C", "C", "N", "N", "C", "O", "C", "O", "C", "C", "O", "C", "B", "O", "O", "C", "C", "C", "C", "C", "C", "O", "C", "H", "H", "H", "H", "H", "H", "H", "H", "H", "H", "H", "H", "H", "H", "H", "H", "H", "H", "H", "H", "H", "H", "H", "H", "H", "H", "H", "H", "H", "H", "H", "H", "H", "H", "H", "H", "H", "O", "S", "O", "O", "C", "C", "C", "H", "H", "H", "H", "H", "H", "H", "H", "O", "S", "O", "O", "C", "C", "C", "H", "H", "H", "H", "H", "H", "H", "H", "O", "S", "O", "O", "C", "C", "C", "H", "H", "H", "H", "H", "H", "H", "H", "O", "S", "O", "O", "C", "C", "C", "H", "H", "H", "H", "H", "H", "H", "H", "O", "S", "O", "O", "C", "C", "C", "H", "H", "H", "H", "H", "H", "H", "H"], "coordinates": [[1.7380, 2.0606, 1.2566], [1.2019, 0.6491, 1.1810], [1.8604, -0.0044, 0.0029], [1.0974, -1.0334, -0.5869], [1.3930, -2.3946, -0.3038], [2.4793, -2.7155, 0.6893], [3.5509, -4.0688, 0.1524], [3.7337, -5.1107, 1.6407], [2.7179, -6.2402, 1.7373], [0.7447, -3.3940, -0.8856], [-0.2392, -3.0891, -1.6936], [-1.0124, -4.2400, -2.3193], [-0.4207, -5.4546, -2.1449], [0.3526, -5.8126, -3.3228], [1.0664, -6.9392, -3.1124], [2.2809, -6.7627, -2.3853], [3.3266, -5.9979, -3.1539], [3.4557, -6.5420, -4.4529], [-0.6449, -1.8585, -2.0194], [-1.9002, -1.6023, -2.9964], [-1.7215, -0.8672, -4.1376], [-3.1116, -2.1544, -2.7143], [-3.6904, -1.8701, -1.4329], [-4.5060, -3.0657, -0.9350], [0.0540, -0.7655, -1.4818], [-0.3100, 0.6440, -1.8563], [0.5755, 1.2131, -3.0017], [1.4485, 0.2139, -3.7608], [2.0277, 0.8539, -4.8780], [1.1989, 0.8871, -6.0248], [1.4408, 2.6332, 0.3767], [2.8245, 2.0756, 1.2996], [1.3698, 2.6101, 2.1165], [0.1210, 0.6886, 1.0391], [1.4290, 0.0746, 2.0735], [1.9138, 0.7310, -0.6942], [3.0393, -1.8162, 0.9056], [1.9855, -3.0256, 1.6139], [3.6395, -4.4458, 2.4925], [4.7423, -5.5006, 1.5685], [1.8436, -5.9282, 2.2960], [3.1303, -7.1160, 2.2306], [2.3744, -6.5710, 0.7650], [-1.0883, -4.0356, -3.3880], [-1.9912, -4.2378, -1.8569], [-0.3429, -6.0245, -4.1352], [0.9638, -4.9516, -3.6178], [2.0718, -6.3047, -1.4249], [2.6492, -7.7676, -2.1984], [3.0468, -4.9405, -3.2148], [4.2618, -6.0241, -2.5961], [4.3633, -6.4275, -4.7367], [-2.1499, -0.0058, -4.0924], [-4.3464, -1.0073, -1.5103], [-2.9259, -1.6208, -0.6932], [-4.0973, -3.4776, -0.0169], [-4.4798, -3.8535, -1.6812], [-5.5359, -2.7872, -0.7486], [-0.1327, 1.2589, -0.9826], [-1.3687, 0.7383, -2.0740], [1.2647, 1.9240, -2.5506], [-0.0255, 1.7735, -3.7113], [0.8917, -0.6580, -4.1044], [2.2924, -0.0840, -3.1403], [0.2163, 0.4494, -5.8445], [1.0488, 1.9216, -6.3268], [1.6646, 0.3495, -6.8470], [1.6634, -6.0234, 5.0951], [0.9946, -4.7613, 5.1628], [1.3298, -3.7242, 4.2264], [1.1020, -4.2030, 6.6356], [2.4326, -4.1349, 7.2191], [3.2416, -2.9819, 6.6720], [-0.7453, -5.0122, 5.1292], [2.9387, -5.0892, 7.0709], [2.2664, -4.0163, 8.2868], [3.4679, -3.1244, 5.6159], [4.1848, -2.8897, 7.2090], [2.6908, -2.0466, 6.7657], [-1.0027, -5.7788, 5.8542], [-1.0007, -5.3371, 4.1229], [-1.2388, -4.0717, 5.3588], [0.5527, 3.8218, 4.2630], [-0.0233, 4.4764, 5.4045], [-0.6602, 3.6978, 6.4182], [-1.0103, 5.6053, 4.8970], [-2.0404, 5.2374, 3.9504], [-3.1901, 4.4951, 4.6000], [1.1709, 5.5293, 6.1490], [-1.5953, 4.6618, 3.1374], [-2.3846, 6.1807, 3.5332], [-2.8789, 3.5168, 4.9638], [-3.9924, 4.3527, 3.8759], [-3.5758, 5.0552, 5.4509], [1.6338, 6.1400, 5.3790], [1.9098, 4.8868, 6.6245], [0.6741, 6.1443, 6.8941], [-2.1117, 5.2901, -1.7138], [-2.1442, 5.1201, -3.1363], [-1.3627, 4.0804, -3.7386], [-1.7998, 6.5001, -3.8286], [-0.5902, 7.1842, -3.4238], [0.6587, 6.5581, -4.0093], [-3.8018, 4.9817, -3.6938], [-0.5473, 7.2282, -2.3348], [-0.7109, 8.2011, -3.7891], [0.8346, 5.5633, -3.6020], [1.5244, 7.1792, -3.7805], [0.5678, 6.4609, -5.0907], [-4.3894, 5.7863, -3.2604], [-4.1733, 4.0150, -3.3629], [-3.8112, 5.0257, -4.7793], [5.9161, 0.5633, 5.6055], [5.4130, 1.2114, 6.7782], [4.7495, 0.4488, 7.7897], [4.4504, 2.3957, 6.3314], [3.3810, 2.0403, 5.4203], [2.2611, 1.2884, 6.1150], [6.6817, 2.1797, 7.5128], [3.7889, 1.4700, 4.5841], [3.0167, 2.9856, 5.0227], [2.5927, 0.3091, 6.4544], [1.4214, 1.1504, 5.4333], [1.9154, 1.8397, 6.9894], [7.1579, 2.7797, 6.7427], [7.3940, 1.4852, 7.9519], [6.2417, 2.8049, 8.2848], [-4.7494, 2.4085, -5.6660], [-5.2674, 2.2065, -6.9896], [-5.3589, 3.3137, -7.8854], [-6.6751, 1.4886, -6.8801], [-7.6821, 2.0899, -6.0317], [-8.3274, 3.3058, -6.6632], [-4.4039, 0.8918, -7.7750], [-7.2430, 2.3249, -5.0609], [-8.4198, 1.3058, -5.8776], [-7.6193, 4.1271, -6.7630], [-9.1592, 3.6443, -6.0456], [-8.6989, 3.0682, -7.6592], [-4.3594, 0.0427, -7.0987], [-3.4041, 1.2579, -7.9980], [-4.9235, 0.6363, -8.6941]], "forces_ev_per_a": [[0.1, 0.3, 0.1], [0.4, 0.0, -0.3], [-0.6, 0.1, -0.3], [-0.3, -0.4, -0.2], [0.1, 0.3, 0.1], [-0.5, -0.5, 0.2], [0.3, 0.0, -0.2], [-0.5, 0.1, -0.3], [-0.1, -0.1, 0.0], [-0.1, 0.2, 0.1], [-0.2, 0.1, -0.2], [0.2, -0.9, 0.1], [0.2, 0.2, 0.1], [-0.1, -0.1, -0.4], [0.0, -0.1, 0.1], [0.2, -0.5, 0.1], [-0.2, 0.5, 0.0], [0.0, -0.1, 0.1], [0.5, 0.6, 0.1], [-0.3, -0.4, -0.5], [0.6, 0.0, 0.5], [0.1, 0.9, 0.2], [-0.5, -0.7, 0.7], [0.3, 0.0, 0.0], [0.0, -0.4, 0.1], [0.5, 0.0, 0.0], [0.1, -0.2, 0.2], [0.1, 0.5, -0.3], [0.1, -0.2, 0.1], [-0.1, 0.3, -0.1], [-0.1, 0.0, -0.1], [0.1, -0.1, 0.0], [-0.2, -0.1, 0.2], [-0.2, -0.2, 0.1], [0.0, -0.1, 0.1], [0.3, 0.1, 0.0], [0.1, 0.1, -0.1], [0.0, 0.0, 0.1], [0.3, 0.0, 0.2], [0.2, 0.1, 0.1], [-0.2, 0.1, 0.1], [0.1, 0.0, 0.2], [0.0, 0.0, -0.3], [-0.2, 0.5, 0.0], [-0.1, 0.1, 0.1], [-0.2, 0.0, 0.0], [0.1, 0.1, 0.2], [0.0, 0.3, 0.2], [-0.1, -0.2, -0.1], [0.0, 0.1, 0.0], [0.1, -0.1, 0.1], [0.1, 0.0, -0.2], [-0.4, 0.0, -0.5], [0.1, 0.2, -0.3], [0.2, 0.1, -0.1], [0.0, 0.0, 0.1], [-0.1, -0.1, -0.1], [-0.2, 0.0, 0.0], [-0.2, 0.2, 0.2], [-0.1, -0.1, -0.1], [0.0, 0.3, -0.1], [-0.2, 0.1, 0.0], [-0.1, -0.2, 0.2], [0.0, -0.3, 0.1], [-0.1, -0.1, 0.1], [0.0, 0.1, -0.1], [0.1, -0.1, 0.0], [0.2, 0.0, -0.2], [-0.3, 0.1, 0.3], [0.1, -0.1, -0.2], [0.0, 0.0, -0.1], [0.5, 0.0, 0.2], [-0.1, 0.1, -0.3], [-0.1, 0.0, 0.0], [-0.1, 0.0, -0.1], [-0.2, 0.0, 0.0], [0.0, 0.0, 0.0], [0.0, 0.0, 0.1], [0.0, 0.0, 0.1], [0.0, 0.0, 0.0], [0.0, 0.0, 0.0], [0.0, 0.0, 0.0], [0.0, -0.2, -0.1], [0.0, 0.4, 0.1], [0.0, -0.2, 0.0], [0.1, 0.0, 0.0], [-0.4, -0.1, -0.3], [0.1, -0.1, 0.2], [0.1, 0.0, 0.0], [0.1, 0.0, 0.1], [0.1, 0.1, 0.1], [0.0, 0.0, 0.0], [0.0, 0.1, 0.0], [0.0, 0.0, 0.0], [0.0, 0.0, 0.0], [0.0, 0.0, 0.0], [0.0, 0.0, 0.0], [0.1, -0.2, 0.1], [-0.3, 0.3, -0.2], [0.1, -0.3, 0.1], [-0.1, -0.1, 0.0], [0.4, 0.2, 0.1], [-0.1, -0.2, 0.0], [-0.1, 0.1, 0.0], [-0.1, -0.1, 0.0], [-0.2, 0.0, -0.1], [0.0, 0.0, 0.0], [0.0, 0.1, 0.0], [0.0, 0.1, 0.0], [0.0, 0.0, 0.0], [0.0, 0.0, 0.0], [0.0, 0.0, 0.0], [0.0, -0.2, 0.0], [-0.1, 0.3, 0.1], [0.1, -0.2, 0.0], [0.1, 0.1, -0.1], [-0.4, -0.1, -0.2], [0.1, -0.1, 0.1], [0.0, 0.1, 0.0], [0.1, 0.0, 0.1], [0.1, 0.1, 0.1], [0.0, 0.0, 0.0], [0.0, 0.1, 0.0], [-0.1, 0.0, 0.0], [0.0, 0.0, 0.0], [0.0, 0.0, 0.0], [0.0, 0.0, 0.0], [0.1, 0.1, 0.2], [-0.2, -0.3, -0.2], [0.1, 0.2, 0.1], [0.1, -0.1, 0.0], [-0.4, 0.2, 0.2], [0.2, 0.1, -0.1], [0.0, -0.1, 0.0], [0.1, 0.0, -0.1], [0.1, -0.1, -0.1], [0.0, 0.0, 0.0], [0.0, -0.1, 0.0], [-0.1, 0.0, 0.0], [0.0, 0.0, 0.0], [0.0, 0.0, 0.0], [0.0, 0.0, 0.0]], "lowdin_charge": [-0.07, -0.22, 0.03, -0.13, -0.19, -0.40, 0.89, -0.49, -0.14, 0.21, 0.02, -0.13, -0.03, -0.24, -0.05, -0.16, -0.26, -0.03, 0.02, -0.59, 0.20, 0.08, -0.21, -0.05, -0.07, -0.09, -0.12, -0.23, -0.17, -0.09, 0.08, 0.09, 0.06, 0.11, 0.12, 0.10, 0.07, 0.09, 0.06, 0.07, 0.05, 0.08, 0.04, 0.14, 0.14, 0.15, 0.13, 0.09, 0.14, 0.10, 0.12, 0.09, 0.13, 0.13, 0.12, 0.08, 0.08, 0.08, 0.10, 0.12, 0.12, 0.10, 0.11, 0.13, 0.08, 0.09, 0.09, -0.27, 0.55, -0.30, -0.25, -0.23, -0.06, -0.12, 0.12, 0.13, 0.07, 0.09, 0.07, 0.08, 0.08, 0.08, -0.30, 0.56, -0.27, -0.26, -0.24, -0.07, -0.11, 0.11, 0.12, 0.07, 0.08, 0.09, 0.08, 0.07, 0.08, -0.28, 0.56, -0.29, -0.26, -0.24, -0.07, -0.12, 0.11, 0.12, 0.07, 0.08, 0.09, 0.08, 0.07, 0.07, -0.28, 0.56, -0.28, -0.26, -0.25, -0.06, -0.12, 0.11, 0.10, 0.05, 0.08, 0.09, 0.08, 0.08, 0.08, -0.30, 0.56, -0.26, -0.26, -0.24, -0.07, -0.12, 0.11, 0.12, 0.07, 0.08, 0.09, 0.07, 0.08, 0.08], "e_homo_ev": -10.62, "gap_ha": 0.261, "molar_mass_g_mol": 1067.2, "total_charge": 1}